Record 1
Below is 2 unconnected molecules or ions with the total composition C4H12O2 in a non-equilibrium geometry, with properties calculated with the ωB97M-V functional and the def2-TZVPD basis.

CARTESIAN COORDINATES (ANGSTROEM)
C -0.0146 2.0436 -0.8805
C -0.6295 0.9748 0.0027
H -2.3251 0.9424 -0.9648
O 4.1239 -4.3611 -1.7719
H -1.6219 -0.5702 1.9485
C -1.2257 0.3543 2.3766
H 0.6365 1.5284 -1.5945
C -1.2188 1.4575 1.3207
H 0.4217 2.8917 -0.3413
H 0.1082 0.1888 0.1402
H 3.2159 -4.2678 -1.4512
H -0.8044 2.4875 -1.4842
O -1.6564 0.2865 -0.7417
H -0.7507 2.3589 1.7324
H -2.2373 1.7934 1.0926
H -0.2356 0.2603 2.8190
H 4.0317 -4.9278 -2.5604
H -1.9584 0.6006 3.1530

The gap between HOMO and LUMO comes out at 11.1686 eV. The calculated total energy comes out at -8437.22823 eV. The energy above the lowest of the compared OMol25 structures with the same formula, charge and spin comes out at 27.6 kJ/mol. The HOMO energy comes out at -10.3 eV.



Record 2
Below is C9H18Si in the gas phase in a non-equilibrium geometry, with properties calculated with the ωB97M-V functional and the def2-TZVPD basis.

CARTESIAN COORDINATES (ANGSTROEM)
C -1.0412 -2.2832 0.1880
C -2.4970 -0.2261 0.3252
H -1.8803 -1.1738 2.6535
H 0.9408 1.9550 -3.3536
C -0.9744 -0.6945 2.2013
H 1.5611 -1.5199 1.0910
C -1.1376 -0.7701 0.6735
Si 0.7453 1.3080 -1.0188
H -2.6447 0.0242 -0.7538
H 0.2619 0.2732 -3.2516
H -3.2278 -0.9980 0.5092
H -1.2238 -2.8838 1.0153
H -0.6965 1.6596 -2.9331
H -1.8909 -2.4010 -0.4831
H 1.9690 2.7317 0.5028
H -0.0701 -1.2337 2.4039
C 2.3815 -0.9743 0.6950
C 0.2642 1.3135 -2.8278
H -0.1123 -2.4878 -0.3346
H 1.1605 3.7863 -0.4424
C 1.7072 2.8944 -0.5110
H -0.8565 0.2597 2.4882
H 3.0221 -0.5231 1.4031
C 1.6429 0.0206 -0.0484
H 2.4777 3.1155 -1.1481
H -2.7620 0.5180 0.9111
C -0.1366 0.0291 -0.0716
H 3.0177 -1.7194 0.1166

The gap between HOMO and LUMO comes out at 8.5169 eV. The calculated total energy comes out at -17497.68717 eV. The energy above the lowest of the compared OMol25 structures with the same formula, charge and spin comes out at 387.8 kJ/mol. The HOMO energy comes out at -7.9 eV.



Record 3
Below is a gas-phase ion, C6H14BN4O (charge -1) in a non-equilibrium geometry, with properties calculated with the ωB97M-V functional and the def2-TZVPD basis.

CARTESIAN COORDINATES (ANGSTROEM)
H -0.4408 -4.7389 -0.5872
C 1.4485 0.8323 -0.2914
H -2.6354 -2.5386 -1.6135
B -0.2051 2.7122 0.6723
O -2.8824 4.2468 1.7931
H -0.5942 -0.1176 -0.1539
H 2.0530 2.6287 1.0737
H 2.0504 -1.7543 0.3911
H -1.0402 2.2195 -0.0187
H -0.3414 2.2083 1.7622
H 0.3204 -0.0768 1.5360
N -1.2115 -4.0536 -0.5835
H 0.3486 -2.3509 0.9613
H 2.5071 0.4717 -0.0075
N -1.7508 -2.0149 -1.7390
H 0.6722 -1.4904 -1.9109
C -1.6982 4.2599 1.3490
C 0.9143 -1.7299 0.1600
H 1.7029 3.0170 -0.6893
C -0.8103 -2.7599 -1.1756
C 1.3296 2.3653 0.2015
C 0.4133 -0.1868 0.3957
H -1.5946 -3.9225 0.3698
N -0.4978 4.2214 0.8491
N 0.5814 -2.2534 -1.2074
H 1.2662 0.8273 -1.4341

The gap between HOMO and LUMO comes out at 7.2562 eV. The calculated total energy comes out at -15132.87655 eV. The total charge is -1. The HOMO energy comes out at -4.2 eV.



Record 4
Below is a molecular structure, C23H29BaN5O8SeSi in a non-equilibrium geometry, with properties calculated with the ωB97M-V functional and the def2-TZVPD basis.

CARTESIAN COORDINATES (ANGSTROEM)
H -2.9680 1.2496 -2.9248
H -3.9508 3.4734 -3.7346
N 2.0442 1.4126 -0.3268
H -0.8684 3.9799 -5.9815
O -0.6183 2.1600 -1.3464
C 4.2990 -1.3598 -0.4250
C -4.3777 -3.4709 -2.0929
C 2.6281 1.5627 0.9230
H -3.4010 3.0036 -5.9030
H -2.5608 -5.7359 -3.0832
C 3.1805 2.2914 3.0979
H 3.0348 2.9604 3.9357
Si -2.5342 -3.2588 -2.5800
C 0.2350 -0.8573 3.5369
O 4.0521 -1.1975 4.9818
H -4.9490 -2.5555 -2.2805
H 5.3613 -1.1575 -0.2943
H -3.2004 -2.0388 -4.6967
H -0.8967 -5.1582 -2.9273
C 2.5808 0.3569 -0.9782
N 3.2035 -0.9168 5.8049
C -2.0689 3.3184 -2.9062
C -0.8050 -0.7326 4.4490
H 4.1089 -1.6796 -1.4451
N -3.1463 2.8679 -3.8066
H -1.8267 -0.6750 4.1060
H 4.7367 1.1911 4.0909
C -0.9394 3.9071 -3.7913
H 1.6473 3.2223 1.8935
O -2.7301 -0.4409 6.3363
H -3.2373 -3.7880 -4.9542
C 3.5900 0.5643 1.0103
H 1.0068 -0.6978 7.3305
C -0.0501 -0.8849 2.0600
H -4.8490 -4.2782 -2.6667
Ba -0.7367 -0.9130 -0.8186
H 3.9765 -2.1346 0.2704
C -1.9049 -5.0680 -2.5115
H 1.2444 1.9084 -0.6884
C -1.5922 4.0416 -5.1700
H -0.5734 4.8522 -3.3978
N -1.6071 -0.5460 6.7789
H -0.0938 3.2185 -3.8289
H -1.6945 -2.9227 -4.9480
C 1.5470 -0.9340 3.9802
C 0.7925 -0.7487 6.2754
C -2.5965 2.8967 -5.1788
O 3.4006 -0.7811 6.9921
C -1.5713 2.1384 -2.0956
C 1.7954 -0.8692 5.3351
H -1.8677 -5.4416 -1.4836
C 4.1504 1.2865 3.1858
C -0.5001 -0.6844 5.7961
O -1.2542 -0.7925 1.6851
O 0.9319 -0.9836 1.2743
O -2.2612 1.0140 -2.2687
C 4.3749 0.4036 2.1397
N 3.5389 -0.1515 -0.1787
H -2.1178 4.9955 -5.2547
H -4.4897 -3.7105 -1.0312
H -2.4435 4.0480 -2.1869
H 2.3527 -1.0213 3.2700
H -2.0915 1.9478 -5.3775
Se 2.0325 -0.2654 -2.6368
C -2.6789 -2.9761 -4.4724
O -1.3060 -0.5080 7.9532
H 5.1113 -0.3858 2.2190
C 2.4011 2.4490 1.9611

The gap between HOMO and LUMO comes out at 4.9089 eV. The calculated total energy comes out at -122068.36308 eV. The energy above the lowest of the compared OMol25 structures with the same formula, charge and spin comes out at 19.2 kJ/mol. The HOMO energy comes out at -5.8 eV.



Record 5
Below is a molecular structure, C6CuF18O18S6 in a non-equilibrium geometry, with properties calculated with the ωB97M-V functional and the def2-TZVPD basis.

CARTESIAN COORDINATES (ANGSTROEM)
F 0.1832 -1.2338 5.3330
O -1.9962 -0.2519 0.0367
F -1.6804 2.3346 3.0722
O 1.0126 3.3859 1.9634
F -2.1842 1.4026 -4.8157
F -4.5842 1.0461 0.7071
O 0.0359 -4.0550 0.0485
C 2.6744 -3.5091 -0.4971
C -0.1976 -1.0953 4.0417
O 0.4612 -0.2872 1.6295
F -2.8940 3.6763 1.8732
S -0.1811 3.4158 1.1337
S 0.7941 -3.3216 -0.9603
F -5.5109 -0.7840 1.3678
O -2.7152 -1.2765 -3.5086
C -1.2519 0.4049 -5.0735
F 5.4609 1.9877 -1.4783
C 4.1155 2.0395 -1.6248
O -0.6998 -0.3324 -2.5675
O -0.3719 2.1521 0.3491
O 4.2497 -0.0657 -0.0087
C -1.6708 3.4780 2.4039
O 0.6252 -3.8013 -2.3414
S 3.3632 1.1199 -0.1233
O 2.2795 -1.3140 2.9308
O -0.6530 -2.1175 -4.2524
O 3.3899 1.9494 1.0632
O -3.8281 -1.6224 -0.8869
Cu 0.0431 0.1109 -0.5896
F 2.9374 -3.6591 0.7897
S -3.0969 -1.1560 0.3144
S 1.1338 -0.4301 2.9181
F -1.4173 4.3971 3.3563
C -4.3536 -0.1342 1.3094
O 1.5270 0.9104 3.4544
O -0.1742 4.6217 0.3093
O 2.0082 0.7943 -0.5649
F -0.0441 0.9365 -5.1092
F 3.2800 -2.4364 -1.0700
F -0.6348 -2.2669 3.6031
O 0.5467 -1.8590 -0.8292
F 3.0664 -4.6230 -1.0893
S -1.3337 -0.9460 -3.7346
O -2.5895 -2.2369 1.1940
F 3.8178 1.4974 -2.8116
F 3.7869 3.3473 -1.6304
F -1.2156 -0.2492 4.0190
F -3.9242 0.2178 2.5558
F -1.5899 -0.1619 -6.2098

The gap between HOMO and LUMO (alpha / beta) comes out at 6.7969 / 6.7953 eV. The calculated total energy comes out at -201639.00260 eV. The spin multiplicity is 2. The energy above the lowest of the compared OMol25 structures with the same formula, charge and spin comes out at 0.0 kJ/mol. The total charge is -4. The HOMO energy (alpha / beta) comes out at 1.3 / 1.3 eV.



Record 6
Below is a molecular structure, C2HCl3S2 in a non-equilibrium geometry, with properties calculated with the ωB97M-V functional and the def2-TZVPD basis.

CARTESIAN COORDINATES (ANGSTROEM)
Cl -2.0255 1.0977 -0.3189
S 0.8167 -0.6487 -1.6681
Cl 0.0300 2.7207 0.8631
S 0.3393 -2.3655 -0.5723
C -0.0521 1.0569 0.1295
C 0.4942 0.7776 -1.0480
Cl 0.3793 -0.3691 1.8238
H 0.0181 -2.2697 0.7908

The gap between HOMO and LUMO comes out at 7.6141 eV. The calculated total energy comes out at -61323.22873 eV. The energy above the lowest of the compared OMol25 structures with the same formula, charge and spin comes out at 355.4 kJ/mol. The HOMO energy comes out at -10.1 eV.



Record 7
Below is a molecular structure, C19H12BBrCl4F4N2O3Y, with properties calculated with the ωB97M-V functional and the def2-TZVPD basis.

CARTESIAN COORDINATES (ANGSTROEM)
C -2.9192 -3.3842 0.4178
F -1.9012 -0.9136 -1.9363
H -6.0895 -0.9140 1.1529
C -4.0596 -2.6794 0.6662
H 0.8947 -2.9145 -1.3097
N -1.2012 1.0738 1.4019
H -1.5976 2.1745 3.0851
C -2.6893 -0.7330 0.9995
O 1.4576 0.3627 1.4103
F -1.3890 1.2584 -1.6212
H -3.5239 2.4805 1.7212
F -3.6083 0.6068 -1.6713
C 1.2988 -1.9049 -1.2163
Cl 2.8516 4.4855 0.3561
H -2.9453 -4.4381 0.1782
C 0.7513 3.1448 3.6571
C 2.0189 3.4222 4.0967
C 1.6109 1.3248 2.2504
C -2.5382 0.6408 1.3330
C 2.8963 1.6238 2.7719
H 3.7253 1.0248 2.4180
H 4.0962 2.8751 4.0125
O 2.2388 1.2311 -1.2977
C -3.9749 -1.3018 0.9651
H -5.0321 -3.1562 0.6288
N -1.5599 -1.4361 0.7036
H 2.3821 -1.9834 -1.1075
Cl 4.3027 3.1900 -1.7765
C -1.6820 -2.7082 0.4256
O 0.7098 2.5454 -0.3958
C -5.0995 -0.4777 1.2055
F -2.3856 0.6097 -3.6126
B -2.3768 0.3800 -2.2631
H -5.7942 1.4870 1.6147
C 3.0988 2.6534 3.6552
Y 0.2418 0.1482 -0.4041
C -0.8379 1.8065 2.3869
Br 2.3163 4.8363 5.3323
Cl 1.8723 4.6298 -2.3719
Cl 1.0658 -1.1796 -2.9100
C 0.5277 2.1200 2.7266
C 2.6977 3.6066 -1.1777
C 1.8137 2.3440 -0.9399
H -0.0914 3.7220 4.0195
C -3.6423 1.4209 1.5350
H -0.7710 -3.2300 0.1605
C -4.9312 0.8509 1.4659

The gap between HOMO and LUMO comes out at 7.2473 eV. The calculated total energy comes out at -161756.73753 eV. The energy above the lowest of the compared OMol25 structures with the same formula, charge and spin comes out at 0.0 kJ/mol. The total charge is -1. The HOMO energy comes out at -5.3 eV.



Record 8
Below is 3 unconnected molecules or ions with the total composition C3H11NO2 in a non-equilibrium geometry, with properties calculated with the ωB97M-V functional and the def2-TZVPD basis.

CARTESIAN COORDINATES (ANGSTROEM)
H 0.5595 1.4815 -0.0371
H 2.1730 -0.6688 -2.6089
O 1.1033 2.0612 -0.5924
C -1.1410 -0.6303 0.5954
C -1.6655 0.1438 -0.6227
H -0.0499 -0.6108 2.9845
H 0.9833 -0.7747 -1.6646
H -0.9789 -1.6885 0.3915
H -1.1630 -0.2053 -1.5233
N 0.2355 -0.1752 0.9474
H -1.8036 -0.5494 1.4650
H -2.7235 -0.0802 -0.7658
H 1.8240 1.5564 -0.9798
O 1.9355 -0.7035 -1.6800
H 1.6058 -0.0621 2.4387
C 0.5835 -0.2973 2.1489
H -1.4779 1.2030 -0.4968

The gap between HOMO and LUMO comes out at 10.8921 eV. The calculated total energy comes out at -8873.60793 eV. The energy above the lowest of the compared OMol25 structures with the same formula, charge and spin comes out at 85.1 kJ/mol. The HOMO energy comes out at -10.1 eV.



Record 9
Below is a molecular structure, C5H12Si2 in a non-equilibrium geometry, with properties calculated with the ωB97M-V functional and the def2-TZVPD basis.

CARTESIAN COORDINATES (ANGSTROEM)
H 2.8520 -0.4651 -0.6358
C 1.5457 1.3037 0.5372
H 1.5501 -1.1538 -1.6274
H -1.8168 -1.9711 -1.9269
H -2.9320 -0.0802 -1.2154
H 2.1932 1.3837 -0.2568
C 0.8361 -0.0069 0.0516
H -2.2417 1.4916 1.4481
C 1.8851 -0.8972 -0.5977
C -0.3807 0.4237 -0.7749
H 0.8972 2.1169 0.6659
Si -1.4856 0.3084 1.8505
H 2.0627 -1.8256 -0.0945
H 1.9513 1.0246 1.4430
C -0.1574 -0.6560 0.9552
H -1.4539 0.1112 -2.8487
H -2.3333 -0.7647 2.0355
H -0.6555 0.5016 3.2489
Si -1.7268 -0.5557 -1.6332

The gap between HOMO and LUMO (alpha / beta) comes out at 7.3148 / 7.5442 eV. The calculated total energy comes out at -21125.98708 eV. The energy above the lowest of the compared OMol25 structures with the same formula, charge and spin comes out at 800.4 kJ/mol. The HOMO energy (alpha / beta) comes out at -8.5 / -8.7 eV.



Record 10
Below is a molecular structure, C37H32BrFN3O3ReS3 in a non-equilibrium geometry, with properties calculated with the ωB97M-V functional and the def2-TZVPD basis.

CARTESIAN COORDINATES (ANGSTROEM)
C 5.3491 3.7610 3.2998
H -2.1876 -2.4723 -4.1974
H 1.9481 2.9329 4.7230
H 1.3355 -6.1587 -0.2600
H 1.8299 -2.0786 -1.4997
S -1.5568 -1.5212 2.5370
C -2.8745 3.1337 -3.2260
C -4.0031 -0.4188 2.1458
C -1.7079 2.4023 -3.4000
H -0.1623 -3.7314 -4.3658
C -3.1665 -1.4634 1.7665
H 2.5979 0.5673 4.9807
H -2.9904 4.0881 -3.7197
C -2.5746 0.6776 -1.9468
C 3.3353 -5.5708 -0.7767
C -5.2845 -0.3313 1.6226
C 1.4473 -4.1093 -0.9003
C 1.9740 -5.3603 -0.6154
S -0.3209 -3.9962 -0.6978
H 1.8363 -1.1159 3.2936
H -1.7627 -1.8270 -2.6260
C -0.7975 -4.3282 -2.4150
Re -0.1466 -1.0342 0.8354
C -1.5687 1.1783 -2.7613
C 0.8986 2.5975 2.8550
H -1.4221 -0.3336 -4.8485
H 0.1157 -1.1969 -4.9172
C 2.2519 -3.0541 -1.3033
H -1.6797 3.2106 -0.0589
C 4.2277 4.4248 3.7672
H 4.2530 -2.4639 -1.7599
H 0.6106 -2.8497 -3.0766
H 5.2115 -4.6937 -1.3142
H -5.9316 0.4796 1.9268
C -0.4690 4.1002 1.5219
C 3.2127 4.2735 1.5851
C -4.8959 -2.3205 0.3349
N 0.8014 0.2646 2.1919
C -0.9517 3.0404 0.7224
C -3.6192 -2.4203 0.8637
C -1.3514 -2.1214 -3.5875
H -2.9755 -3.2406 0.5877
Br 6.9188 2.4615 1.3212
C 1.5750 -0.0701 3.2061
C 3.1422 4.6364 2.9272
C 3.6110 -3.2763 -1.4486
H -1.8797 -4.4682 -2.4084
C -5.7325 -1.2789 0.7146
N 0.8643 5.1072 3.2078
H 4.4170 3.3666 0.0617
H 3.7579 -6.5405 -0.5574
H -4.5135 1.0348 -1.1296
H -2.4565 -0.2661 -1.4382
C 0.4454 1.5683 2.0301
H 6.1870 3.5699 3.9535
C -0.4806 1.7793 0.9814
H 4.1776 4.7713 4.7910
S -0.0369 0.2983 -3.0587
O -0.8493 0.6641 0.3264
H -0.3319 -5.2946 -2.6138
N 2.0361 5.3654 3.4810
C -0.3470 -3.2551 -3.4002
C -3.7326 1.4169 -1.7721
H -3.6491 0.3188 2.8537
C 5.3937 3.3644 1.9719
H -0.9102 2.7839 -4.0239
C 1.6624 2.2052 3.9764
C 4.1499 -4.5299 -1.1936
O 0.3374 -0.4702 -1.8190
H 2.3974 4.5008 0.9121
F 1.1446 -2.3625 1.2741
C 4.3445 3.6403 1.1045
C -0.7083 -0.9117 -4.2620
H -6.7339 -1.2139 0.3120
H -0.8117 5.1096 1.3370
C 2.0079 0.8885 4.1350
H -5.2470 -3.0687 -0.3627
H -4.7858 3.2177 -2.2663
C -3.8812 2.6425 -2.4095
C 0.4686 3.9160 2.5145
O -0.7867 -2.5411 -0.5161

The gap between HOMO and LUMO (alpha / beta) comes out at 6.6641 / 6.8919 eV. The calculated total energy comes out at -156890.52672 eV. The spin multiplicity is 2. The energy above the lowest of the compared OMol25 structures with the same formula, charge and spin comes out at 86.4 kJ/mol. The total charge is +1. The HOMO energy (alpha / beta) comes out at -10.4 / -10.4 eV.